[1]
{
  "formula": "C49H57BrF5N10O2",
  "method": "the ωB97M-V functional and the def2-TZVPD basis",
  "total_energy_ev": -154364.428,
  "total_charge": -1,
  "orbital_gap_ev": 7.0,
  "fmax_ev_per_a": 2.37,
  "relative_energy_kj_mol": 44.9,
  "multiplicity": 1,
  "elements": ["C", "C", "C", "Br", "N", "C", "C", "O", "O", "C", "F", "F", "C", "C", "C", "C", "C", "C", "F", "F", "F", "C", "H", "H", "H", "H", "H", "H", "H", "H", "H", "H", "H", "H", "N", "C", "C", "C", "C", "H", "H", "H", "H", "H", "N", "C", "C", "C", "C", "H", "H", "H", "H", "H", "N", "C", "C", "C", "C", "H", "H", "H", "H", "H", "N", "C", "C", "C", "C", "H", "H", "H", "H", "H", "N", "C", "C", "C", "C", "H", "H", "H", "H", "H", "N", "C", "C", "C", "C", "H", "H", "H", "H", "H", "N", "C", "C", "C", "C", "H", "H", "H", "H", "H", "N", "C", "C", "C", "C", "H", "H", "H", "H", "H", "N", "C", "C", "C", "C", "H", "H", "H", "H", "H"],
  "positions_angstrom": [[2.0664, 3.6417, 1.3632], [1.8409, 2.6261, 2.5193], [0.3201, 2.3808, 2.7834], [-0.3343, 4.0278, 3.6133], [-0.3205, 2.0420, 1.5109], [-1.5982, 2.7137, 1.2087], [-1.4577, 4.0681, 0.4231], [-2.0223, 5.0472, 0.9810], [-0.8647, 4.0546, -0.6703], [-0.3133, 0.6729, 1.1974], [-1.5001, 0.0103, 1.5609], [0.6514, -0.0149, 1.9031], [-0.0003, 0.3867, -0.2804], [-0.8427, 0.7332, -1.3220], [-0.5230, 0.4664, -2.6337], [0.6387, -0.1970, -2.9807], [1.4647, -0.5818, -1.9267], [2.7234, -1.3567, -2.2886], [2.6000, -1.9453, -3.4951], [2.8132, -2.4025, -1.4041], [3.8477, -0.6453, -2.2213], [1.1654, -0.2820, -0.6173], [3.1431, 3.8786, 1.3664], [1.5460, 4.5800, 1.5795], [1.7795, 3.1925, 0.4086], [2.2226, 3.1359, 3.4187], [2.3850, 1.6884, 2.3585], [0.2204, 1.6116, 3.5618], [-2.2903, 2.8019, 2.0587], [-2.1332, 2.0725, 0.4920], [-1.7938, 1.2311, -1.1584], [-1.1837, 0.7713, -3.4441], [0.8898, -0.4061, -4.0169], [1.8965, -0.6068, 0.1201], [-4.1219, 3.9468, 4.3776], [-4.1170, 2.6027, 4.5791], [-5.3665, 2.2310, 4.9923], [-6.1666, 3.4044, 5.0429], [-5.3645, 4.4508, 4.6482], [-3.3251, 4.4789, 4.0660], [-3.2233, 2.0235, 4.4100], [-5.6729, 1.2265, 5.2348], [-7.2038, 3.4735, 5.3269], [-5.5708, 5.5018, 4.5393], [7.1665, 1.1520, -4.3163], [6.5311, 0.4934, -3.2989], [7.3916, 0.4335, -2.2352], [8.5924, 1.0870, -2.6243], [8.4211, 1.5210, -3.9113], [6.7719, 1.3372, -5.2199], [5.5293, 0.1264, -3.4207], [7.1834, -0.0259, -1.2830], [9.4786, 1.2238, -2.0265], [9.0798, 2.0586, -4.5725], [7.1290, 6.8971, -2.5385], [7.2083, 6.3551, -1.2843], [7.2802, 4.9941, -1.4174], [7.2482, 4.7016, -2.8067], [7.1574, 5.8952, -3.4721], [7.0604, 7.8765, -2.7422], [7.2047, 6.9829, -0.4093], [7.3485, 4.2848, -0.6091], [7.2875, 3.7269, -3.2622], [7.1089, 6.1187, -4.5247], [-3.9521, -1.7839, 3.4688], [-3.9279, -3.1417, 3.6611], [-5.1731, -3.5282, 4.0808], [-5.9828, -2.3604, 4.1383], [-5.2006, -1.3056, 3.7541], [-3.1750, -1.2228, 3.1607], [-3.0303, -3.7111, 3.4834], [-5.4722, -4.5359, 4.3180], [-7.0192, -2.3035, 4.4279], [-5.4193, -0.2564, 3.6555], [1.8577, -4.4981, -6.5635], [2.8410, -4.9605, -7.3962], [4.0412, -4.8053, -6.7558], [3.7718, -4.2310, -5.4840], [2.4172, -4.0564, -5.3945], [0.8774, -4.4852, -6.7769], [2.6017, -5.3569, -8.3685], [5.0061, -5.0741, -7.1532], [4.4908, -3.9763, -4.7227], [1.8051, -3.6578, -4.6069], [-5.7981, 2.2767, 1.7140], [-6.8843, 1.6148, 1.2092], [-6.9659, 1.8999, -0.1301], [-5.8818, 2.7648, -0.4445], [-5.1800, 2.9743, 0.7138], [-5.4979, 2.2553, 2.6771], [-7.5035, 1.0019, 1.8437], [-7.7179, 1.5294, -0.8085], [-5.6440, 3.1835, -1.4085], [-4.2954, 3.5623, 0.9134], [-3.4269, -2.4876, -1.8191], [-4.6085, -2.3379, -2.4944], [-5.3937, -1.4702, -1.7809], [-4.6559, -1.0767, -0.6323], [-3.4474, -1.7193, -0.6863], [-2.6629, -3.0694, -2.1092], [-4.7873, -2.8600, -3.4196], [-6.3866, -1.1505, -2.0521], [-4.9775, -0.3981, 0.1425], [-2.6017, -1.6962, -0.0190], [-1.2768, -1.7037, 5.3637], [0.0419, -1.5806, 5.0189], [0.7616, -1.3942, 6.1697], [-0.1600, -1.4104, 7.2514], [-1.4081, -1.6054, 6.7208], [-2.0344, -1.8443, 4.7180], [0.3523, -1.6341, 3.9881], [1.8294, -1.2614, 6.2300], [0.0676, -1.2924, 8.2982], [-2.3750, -1.6813, 7.1893], [1.7358, -6.0264, -2.3536], [1.6858, -6.9535, -1.3497], [0.8900, -7.9872, -1.7691], [0.4463, -7.6722, -3.0815], [0.9882, -6.4583, -3.4132], [2.2446, -5.1602, -2.3184], [2.2177, -6.7975, -0.4264], [0.6530, -8.8708, -1.1994], [-0.1956, -8.2685, -3.7092], [0.9059, -5.8657, -4.3059]],
  "lowdin_charge": [-0.106, -0.280, -0.615, 0.815, -0.048, -0.150, -0.740, -0.118, -0.048, -0.451, 0.045, 0.052, -0.067, -0.007, -0.046, -0.011, -0.119, -0.547, 0.103, 0.100, 0.154, 0.041, 0.067, 0.053, 0.068, 0.077, 0.099, 0.090, 0.073, 0.093, 0.118, 0.118, 0.118, 0.133, 0.037, -0.165, -0.146, -0.108, -0.122, 0.114, 0.109, 0.079, 0.088, 0.109, 0.005, -0.132, -0.103, -0.116, -0.172, 0.144, 0.087, 0.091, 0.090, 0.107, -0.006, -0.145, -0.103, -0.102, -0.144, 0.139, 0.103, 0.090, 0.064, 0.100, 0.006, -0.151, -0.107, -0.101, -0.129, 0.124, 0.110, 0.088, 0.089, 0.083, 0.007, -0.143, -0.108, -0.101, -0.176, 0.144, 0.103, 0.088, 0.094, 0.093, 0.031, -0.160, -0.133, -0.106, -0.118, 0.081, 0.100, 0.083, 0.090, 0.098, 0.003, -0.153, -0.108, -0.095, -0.143, 0.139, 0.097, 0.086, 0.080, 0.094, 0.019, -0.139, -0.115, -0.118, -0.138, 0.090, 0.098, 0.087, 0.085, 0.107, 0.018, -0.141, -0.118, -0.114, -0.144, 0.133, 0.105, 0.086, 0.086, 0.079]
}

---

[2]
{
  "formula": "C49H57N4O32PY",
  "method": "the ωB97M-V functional and the def2-TZVPD basis",
  "total_energy_ev": -133544.333,
  "total_charge": 1,
  "orbital_gap_ev": 6.7,
  "fmax_ev_per_a": 4.75,
  "relative_energy_kj_mol": 383.1,
  "multiplicity": 1,
  "elements": ["C", "C", "C", "O", "C", "N", "H", "H", "H", "H", "H", "H", "H", "H", "H", "H", "H", "H", "Y", "P", "O", "O", "O", "O", "C", "O", "N", "C", "C", "H", "H", "H", "H", "H", "H", "H", "C", "O", "N", "C", "C", "H", "H", "H", "H", "H", "H", "H", "C", "O", "N", "C", "C", "H", "H", "H", "H", "H", "H", "H", "C", "C", "C", "O", "C", "C", "C", "O", "O", "O", "H", "H", "H", "H", "C", "C", "C", "O", "C", "C", "C", "O", "O", "O", "H", "H", "H", "H", "C", "C", "C", "O", "C", "C", "C", "O", "O", "O", "H", "H", "H", "H", "C", "C", "C", "O", "C", "C", "C", "O", "O", "O", "H", "H", "H", "H", "C", "C", "C", "O", "C", "C", "C", "O", "O", "O", "H", "H", "H", "H", "C", "C", "C", "O", "C", "C", "C", "O", "O", "O", "H", "H", "H", "H"],
  "positions_angstrom": [[-4.4748, 3.1590, -0.4440], [-3.0971, 3.2643, -1.0120], [-2.8753, 4.4251, -2.0328], [-1.6597, 4.1935, -2.8946], [-1.4449, 5.1846, -3.9011], [-1.9947, 3.1409, 0.0283], [-1.9230, 3.8848, 0.7078], [-2.1361, 2.3010, 0.5711], [-1.0665, 3.1492, -0.3697], [-4.6393, 4.0776, 0.1191], [-4.5545, 2.3876, 0.3219], [-5.2642, 3.1532, -1.1957], [-2.9717, 2.3467, -1.5869], [-2.7326, 5.3783, -1.5237], [-3.7432, 4.5555, -2.6791], [-1.8254, 6.1636, -3.6098], [-1.8934, 4.8813, -4.8471], [-0.3633, 5.2861, -3.9905], [1.7416, -0.6209, -1.3432], [-0.2167, 0.0280, 0.2344], [1.0964, -0.5603, 0.7937], [-0.3391, -1.0403, -0.8255], [0.4087, 1.0737, -0.6230], [-1.4376, 0.4773, 1.1385], [-0.5065, 0.6315, -3.7214], [0.5271, 0.1554, -3.2842], [-0.9059, 0.6961, -5.0078], [-2.3284, 0.8756, -5.3440], [-0.0786, 0.3769, -6.2487], [-1.2492, 1.0774, -3.0418], [-2.8602, 0.0733, -5.8553], [-2.5574, 1.8162, -5.8450], [-2.9318, 1.0520, -4.4535], [0.9513, 0.4123, -5.8935], [-0.3281, -0.5986, -6.6660], [-0.3079, 1.2977, -6.7851], [4.7654, 0.5500, 0.7007], [3.8108, 0.2093, -0.0430], [6.0676, 0.8388, 0.3122], [7.1161, 1.0767, 1.2466], [6.4993, 0.5884, -1.0674], [4.6225, 0.7734, 1.7693], [7.5863, 0.1172, 1.4616], [6.8112, 1.5106, 2.1989], [7.9213, 1.7277, 0.9060], [5.6547, 0.1882, -1.6282], [6.8154, 1.5581, -1.4520], [7.3414, -0.0857, -1.2240], [2.5614, -3.5216, 0.4811], [2.4505, -2.6455, -0.4048], [3.0723, -4.7146, 0.2606], [3.7384, -4.9744, -1.0199], [2.9981, -5.8255, 1.2193], [2.0657, -3.5574, 1.4635], [3.5250, -4.2019, -1.7587], [3.2155, -5.7989, -1.5045], [4.7802, -5.2671, -0.8896], [2.5570, -6.7217, 0.7831], [4.0011, -6.0213, 1.5983], [2.4195, -5.4361, 2.0571], [-2.4763, -4.1084, 4.7135], [-1.5539, -4.7980, 3.9615], [-0.9507, -4.3074, 2.6819], [-0.0909, -4.8484, 1.9702], [-1.4033, -2.9271, 2.3989], [-2.2160, -2.2025, 3.2210], [-2.8929, -2.7848, 4.3755], [-3.7220, -2.1321, 5.0682], [-2.3384, -0.8847, 3.0331], [-1.0077, -6.0493, 4.4356], [-2.7555, -4.5986, 5.6345], [-1.0462, -2.3081, 1.5891], [-1.9752, -0.6003, 2.1912], [-0.1690, -6.2482, 4.0130], [-1.3218, 4.2733, 5.6300], [-0.1195, 3.7444, 5.8687], [0.5899, 2.7859, 4.9687], [1.7615, 2.4144, 5.0559], [-0.3465, 2.3031, 3.9121], [-1.5695, 2.8227, 3.6887], [-2.1640, 3.9344, 4.5076], [-3.2856, 4.4436, 4.4198], [-2.4666, 2.3371, 2.8389], [0.7303, 4.2601, 6.8437], [-1.6431, 5.0057, 6.3557], [-0.0758, 1.5432, 3.1939], [-2.1549, 1.5644, 2.3621], [1.5439, 3.7513, 6.8198], [-4.1768, -1.8836, 0.3693], [-4.4269, -0.7158, -0.3402], [-5.6087, -0.4209, -1.0999], [-5.7941, 0.6160, -1.7118], [-6.5151, -1.5418, -1.0715], [-6.3997, -2.6520, -0.3424], [-5.2563, -2.9577, 0.5733], [-5.1097, -3.9886, 1.2599], [-7.3514, -3.6448, -0.4876], [-3.4911, 0.2538, -0.3500], [-3.1643, -2.0790, 0.6904], [-7.3663, -1.3618, -1.7114], [-7.1559, -4.3317, 0.1539], [-2.6877, 0.0223, 0.1218], [1.7648, -1.7043, 3.8811], [2.6466, -0.6849, 3.6651], [3.9204, -0.5327, 4.3136], [4.7387, 0.4157, 4.2155], [4.1112, -1.6420, 5.1729], [3.2243, -2.5974, 5.5204], [1.9682, -2.7892, 4.7827], [1.0325, -3.5253, 5.0281], [3.4889, -3.4992, 6.5579], [2.2009, 0.3825, 2.9430], [0.8487, -1.6086, 3.3173], [5.0103, -1.5059, 5.7557], [2.7078, -3.9351, 6.9065], [1.5779, 0.1036, 2.2679], [1.4747, 5.4807, -1.5648], [1.5959, 4.1639, -1.3081], [2.6857, 3.2913, -1.8879], [2.6762, 2.0640, -1.9191], [3.7904, 4.1124, -2.3634], [3.7382, 5.4649, -2.4513], [2.5046, 6.2672, -2.2398], [2.3278, 7.4235, -2.6119], [4.8423, 6.1538, -2.8216], [0.7387, 3.5573, -0.4600], [0.8457, 6.0785, -0.9219], [4.6630, 3.5409, -2.6434], [4.5300, 7.0192, -3.0957], [0.8162, 2.6075, -0.5758], [-2.7165, -3.4070, -4.0948], [-1.7693, -3.0177, -3.2405], [-0.2502, -2.8908, -3.5285], [0.6328, -2.6273, -2.7406], [-0.0029, -3.1298, -4.9126], [-0.9735, -3.3706, -5.8311], [-2.4158, -3.6427, -5.4920], [-3.2726, -4.1092, -6.2491], [-0.7662, -3.4403, -7.1800], [-2.1315, -2.5965, -1.9494], [-3.7129, -3.3059, -3.6906], [0.9706, -3.1138, -5.3801], [-1.5228, -3.4413, -7.7708], [-1.3307, -2.2320, -1.5654]],
  "lowdin_charge": [-0.039, -0.296, -0.092, -0.223, -0.097, 0.260, 0.166, 0.087, 0.097, 0.093, 0.089, 0.097, 0.126, 0.126, 0.131, 0.090, 0.084, 0.078, 1.696, 0.131, -0.382, -0.385, -0.366, -0.346, -0.273, -0.078, -0.134, -0.048, 0.026, 0.144, 0.095, 0.088, 0.083, 0.087, 0.078, 0.095, -0.194, -0.100, -0.170, -0.064, -0.031, 0.130, 0.098, 0.097, 0.097, 0.076, 0.092, 0.094, -0.241, -0.126, -0.151, -0.015, -0.009, 0.137, 0.082, 0.094, 0.100, 0.105, 0.096, 0.073, 0.080, -0.136, -0.295, 0.065, 0.051, -0.237, -0.292, 0.116, 0.092, 0.045, 0.141, 0.100, 0.008, 0.087, 0.060, -0.188, -0.278, 0.113, 0.090, -0.232, -0.300, 0.119, 0.083, 0.079, 0.142, 0.105, 0.044, 0.095, 0.110, -0.211, -0.346, 0.125, 0.063, -0.194, -0.240, 0.100, 0.091, 0.050, 0.093, 0.141, 0.103, 0.025, 0.070, -0.196, -0.318, 0.100, 0.063, -0.158, -0.336, 0.136, 0.084, 0.053, 0.121, 0.142, 0.110, 0.022, 0.061, -0.188, -0.272, 0.054, 0.082, -0.198, -0.312, 0.129, 0.121, 0.052, 0.141, 0.132, 0.113, 0.018, 0.060, -0.140, -0.295, 0.038, 0.060, -0.184, -0.306, 0.122, 0.098, 0.063, 0.142, 0.140, 0.123, 0.027]
}